Density functional theory data (wB97M-V/def2-TZVPD) for a molecular structure, C4H7N3.

For the frontier orbital gap, the calculation gives 0.3566 Ha. Its largest force on an atom is 0.00903 Eh/bohr. For the calculated total energy, the calculation gives -8727.9817 eV. For the LUMO energy, the calculation gives 0.40 eV.

Geometry as ORCA input:
```
! wB97M-V def2-TZVPD RIJCOSX def2/J DEFGRID3
* xyz 0 1
H 0.44459 -1.71395 0.13847
N -0.68261 1.18311 1.04948
H -1.53991 -1.85454 -1.45685
C -0.08976 -0.78322 0.28431
N -1.47116 -0.77319 0.51288
H 2.49364 0.31683 1.04913
N -1.77726 0.45216 0.93124
C 1.77092 1.03205 0.64332
C 0.38348 0.47792 0.65635
C -1.18572 -0.84070 -1.29749
H 2.09251 1.28956 -0.37300
H 1.80342 1.94251 1.24633
H -1.95013 -0.09564 -1.49425
H -0.29199 -0.63292 -1.88991
*
```

Mulliken population analysis, charges in e, atoms 1 to 2: atom 1 (H): 0.439, atom 2 (N): -0.259

---

Density functional theory data (wB97M-V/def2-TZVPD) for 2 unconnected molecules or ions with the total composition C4H7N3 in a non-equilibrium geometry.

For the frontier orbital gap, the calculation gives 0.3842 Ha. Its largest force on an atom is 0.07591 Eh/bohr. As for the structure (SMILES): c1cn[nH]c1.C=N. For the calculated total energy, the calculation gives -8729.4023 eV. For the LUMO energy, the calculation gives 1.10 eV.

Geometry as ORCA input:
```
! wB97M-V def2-TZVPD RIJCOSX def2/J DEFGRID3
* xyz 0 1
H 1.93280 0.81909 1.67837
C -1.92983 0.63433 -0.77211
H -3.57716 0.56397 0.65801
H 0.08536 0.36457 -1.29147
C -1.37930 0.01134 1.26489
H -1.27766 -0.33307 2.29359
H -2.22678 0.97450 -1.75388
H 2.27756 1.97157 0.46011
N -0.32484 -0.15271 0.53028
C 2.19096 0.98919 0.63922
N -0.68191 0.20763 -0.70963
C -2.51055 0.40344 0.40597
H 1.90003 -0.83904 -0.10820
N 2.04175 0.17835 -0.30912
*
```

Mulliken population analysis, charges in e, atoms 1 to 2: atom 1 (H): 0.236, atom 2 (C): -0.218

---

Density functional theory data (wB97M-V/def2-TZVPD) for C4H7N3 in the gas phase in a non-equilibrium geometry.

For the frontier orbital gap, the calculation gives 0.3181 Ha. Its largest force on an atom is 0.02998 Eh/bohr. As for the structure (SMILES): CNc1cc[nH]n1. For the calculated total energy, the calculation gives -8730.1137 eV. For the LUMO energy, the calculation gives 1.10 eV.

Geometry as ORCA input:
```
! wB97M-V def2-TZVPD RIJCOSX def2/J DEFGRID3
* xyz 0 1
H -3.15253 0.45513 -1.04528
N -2.21973 0.14740 -0.79424
H 1.27222 0.87523 -1.37591
H -2.75227 -1.40941 0.48435
H 2.24564 -0.89527 0.80211
C -0.18879 0.37421 -0.16979
N -1.08057 0.82720 -1.10514
H 2.72199 0.81814 0.87870
H 3.15645 -0.17178 -0.51985
C -0.83733 -0.34549 0.87973
C -2.06793 -0.59558 0.31778
H -0.60710 -0.50789 1.93350
C 2.35832 0.02516 0.21316
N 1.15162 0.40296 -0.49913
*
```

Mulliken population analysis, charges in e, atoms 1 to 2: atom 1 (H): 0.249, atom 2 (N): 0.170

---

Density functional theory data (wB97M-V/def2-TZVPD) for 2 unconnected molecules or ions with the total composition C4H7N3 in a non-equilibrium geometry.

For the frontier orbital gap, the calculation gives 0.2685 Ha. Its largest force on an atom is 0.10698 Eh/bohr. For the calculated total energy, the calculation gives -8725.1100 eV. For the LUMO energy, the calculation gives 0.82 eV.

Geometry as ORCA input:
```
! wB97M-V def2-TZVPD RIJCOSX def2/J DEFGRID3
* xyz 0 1
H -0.73026 -2.46412 0.00556
N -0.36360 -0.29866 -0.28977
C 0.72665 1.73201 0.27297
H -1.07910 1.04475 -1.63257
N 0.62578 0.45442 0.28996
H -1.87022 1.10720 0.06931
H 2.12530 -2.76767 1.12970
H -2.18729 -0.32352 -1.01686
C 1.12727 -1.54050 0.62111
N 1.58955 -0.30620 0.78729
C -0.10307 -1.54616 0.05358
H -0.05550 2.40300 0.07361
C -1.52371 0.47654 -0.71227
H 1.71822 2.02891 0.34838
*
```

Mulliken population analysis, charges in e, atoms 1 to 2: atom 1 (H): 0.335, atom 2 (N): -0.036

---

Density functional theory data (wB97M-V/def2-TZVPD) for a molecular structure, C4H7N3 in a non-equilibrium geometry.

For the frontier orbital gap, the calculation gives 0.3313 Ha. Its largest force on an atom is 0.02804 Eh/bohr. For the calculated total energy, the calculation gives -8727.5125 eV. For the LUMO energy, the calculation gives 0.99 eV.

Geometry as ORCA input:
```
! wB97M-V def2-TZVPD RIJCOSX def2/J DEFGRID3
* xyz 0 1
C -1.35922 1.37184 -0.14397
H 0.54167 -1.67424 -1.79388
H 2.70658 -0.40340 1.41188
N 1.62710 -0.44916 -0.53182
H -0.04801 -0.72877 2.20576
H -1.44177 1.28829 0.93762
C 0.03021 -0.61976 -0.16185
N 0.71342 -1.66315 -0.78660
H -1.06060 0.03340 -1.70633
H -2.32027 1.68468 -0.54837
N -1.02623 0.06358 -0.69465
H -0.60180 2.12707 -0.37804
C 0.48090 -0.55852 1.28574
C 1.75801 -0.47184 0.90452
*
```

Mulliken population analysis, charges in e, atoms 1 to 2: atom 1 (C): -0.852, atom 2 (H): 0.288

---

Density functional theory data (wB97M-V/def2-TZVPD) for C4H7N3 in the gas phase.

For the frontier orbital gap, the calculation gives 0.3100 Ha. Its largest force on an atom is 0.00465 Eh/bohr. As for the structure (SMILES): Nc1c[nH]c(N)c1. For the calculated total energy, the calculation gives -8731.6637 eV. For the LUMO energy, the calculation gives 1.08 eV.

Geometry as ORCA input:
```
! wB97M-V def2-TZVPD RIJCOSX def2/J DEFGRID3
* xyz 0 1
H -1.57863 0.01430 -1.79923
N -0.97815 0.03134 -0.99190
H 1.87749 -0.36398 0.53616
H 1.72180 -1.09576 -2.22825
C 0.36168 -0.20402 -1.04901
C 0.84879 -0.19870 0.23911
H -0.99917 0.53116 2.92135
C -0.25492 0.05029 1.10723
H -2.40259 0.39274 0.58465
H 0.64146 0.56004 2.84184
H 1.35720 0.43180 -2.69035
N -0.18848 0.07905 2.51680
C -1.37312 0.19649 0.32126
N 0.96663 -0.42475 -2.30964
*
```

Mulliken population analysis, charges in e, atoms 1 to 2: atom 1 (H): 0.206, atom 2 (N): 0.008

---

Density functional theory data (wB97M-V/def2-TZVPD) for C4H7N3 in the gas phase.

For the frontier orbital gap, the calculation gives 0.3123 Ha. Its largest force on an atom is 0.00516 Eh/bohr. As for the structure (SMILES): Nc1c[nH]c(N)c1. For the calculated total energy, the calculation gives -8731.6588 eV. For the LUMO energy, the calculation gives 1.09 eV.

Geometry as ORCA input:
```
! wB97M-V def2-TZVPD RIJCOSX def2/J DEFGRID3
* xyz 0 1
H 2.58744 -1.47796 0.13050
N -2.52754 -0.23176 -0.07016
H -0.13341 -1.91406 0.48201
C -1.12494 -0.03345 -0.03404
N -0.63422 1.21414 -0.27014
H 3.13711 0.06000 -0.05364
N 2.44454 -0.51540 0.41053
C 0.74044 1.20689 -0.17581
C -0.05621 -0.86358 0.22995
H -1.21355 1.98497 -0.55613
C 1.12960 -0.07471 0.14116
H -2.79419 -0.92563 -0.76023
H -2.87291 -0.54007 0.83289
H 1.31785 2.11063 -0.30689
*
```

Mulliken population analysis, charges in e, atoms 1 to 2: atom 1 (H): 0.255, atom 2 (N): -0.573

---

Density functional theory data (wB97M-V/def2-TZVPD) for C4H7N3 in the gas phase in a non-equilibrium geometry.

For the frontier orbital gap, the calculation gives 0.3131 Ha. Its largest force on an atom is 0.06724 Eh/bohr. As for the structure (SMILES): C/C=C1/CNN=N1. For the calculated total energy, the calculation gives -8728.3202 eV. For the LUMO energy, the calculation gives 0.73 eV.

Geometry as ORCA input:
```
! wB97M-V def2-TZVPD RIJCOSX def2/J DEFGRID3
* xyz 0 1
C -0.42615 0.61535 -0.92395
H 0.17526 -1.08901 3.24520
H 0.96607 1.10661 -2.51677
N 0.73826 -1.72518 1.40695
H -1.02549 1.52079 -0.77400
C 0.19968 0.36213 -2.25355
C -0.23738 -0.18458 0.13277
N 0.60332 -1.34894 0.20908
H -1.17462 0.79264 2.02743
H -0.55620 0.38117 -3.04195
H 0.46920 0.91276 1.07325
N 0.12762 -0.89479 2.25686
H 0.67709 -0.61976 -2.24156
C -0.34164 0.26498 1.55594
*
```

Mulliken population analysis, charges in e, atoms 1 to 2: atom 1 (C): -0.355, atom 2 (H): 0.215

---

Density functional theory data (wB97M-V/def2-TZVPD) for C4H7N3 in the gas phase in a non-equilibrium geometry.

For the frontier orbital gap, the calculation gives 0.3731 Ha. Its largest force on an atom is 0.11514 Eh/bohr. As for the structure (SMILES): [H]/N=N/C(C)(C)C#N. For the calculated total energy, the calculation gives -8728.5644 eV. For the LUMO energy, the calculation gives 0.49 eV.

Geometry as ORCA input:
```
! wB97M-V def2-TZVPD RIJCOSX def2/J DEFGRID3
* xyz 0 1
N -0.93379 -0.63573 -0.66389
H -1.70664 -2.29672 -0.96654
H 1.94562 0.47680 0.76780
H -1.79425 0.91540 0.93640
H -0.67932 -0.32991 1.59707
H 1.34088 -1.31288 0.64090
N -0.78618 -1.84857 -0.64400
C 0.07533 0.16495 -0.06776
H -0.09411 1.49671 1.45409
C 0.03339 1.38323 -1.25080
C 1.49181 -0.28966 0.10674
N -0.23076 1.99252 -2.17555
C -0.71114 0.65149 1.11726
H 2.04917 -0.36763 -0.85172
*
```

Mulliken population analysis, charges in e, atoms 1 to 2: atom 1 (N): -0.075, atom 2 (H): 0.261

---

Density functional theory data (wB97M-V/def2-TZVPD) for a molecular structure, C4H7N3 in a non-equilibrium geometry.

For the frontier orbital gap, the calculation gives 0.3706 Ha. Its largest force on an atom is 0.09894 Eh/bohr. For the calculated total energy, the calculation gives -8728.4400 eV. For the LUMO energy, the calculation gives 0.23 eV.

Geometry as ORCA input:
```
! wB97M-V def2-TZVPD RIJCOSX def2/J DEFGRID3
* xyz 0 1
H 1.77049 -1.14633 -1.31712
H -0.24936 -0.46037 -0.91573
N 1.01096 -0.87803 -0.65830
H 1.11767 1.59745 1.24913
H -1.18160 -0.73114 1.42005
C 2.85406 0.69441 -0.16553
C -1.85854 -0.81819 0.57439
N 3.92194 1.17587 -0.34186
C 1.49035 0.19136 0.05796
C -2.28166 0.18998 -0.19037
H -3.12216 -0.01598 -0.85651
H -1.90758 1.19876 -0.03109
H -2.24076 -1.80422 0.35681
N 0.67619 0.80642 0.81818
*
```

Mulliken population analysis, charges in e, atoms 1 to 2: atom 1 (H): 0.232, atom 2 (H): 0.346